Entry 1:
Formula: C19H43O13P3
Source: OMol25
Level of theory: ωB97M-V with the def2-TZVPD basis set

XYZ file:
```
78
Properties=species:S:1:pos:R:3:forces:R:3
H -0.338 0.363 -5.649 -0.220 -0.052 -0.069
H -0.005 -3.545 0.799 0.036 0.047 -0.009
C 3.835 5.973 2.441 -0.022 -0.094 0.130
H 2.476 5.714 0.801 -0.046 -0.148 -0.025
O -2.651 -3.162 -0.021 0.389 -0.631 0.402
H 1.537 0.509 -3.405 -0.193 0.173 0.053
C -0.246 -2.723 0.118 0.001 -0.107 0.116
O -1.802 -5.422 -0.087 0.956 0.266 2.833
H 3.877 5.798 3.520 0.012 0.062 -0.020
C -1.655 -2.210 0.359 0.274 0.161 0.033
C 2.547 5.425 1.849 0.042 0.320 0.008
C 1.050 0.924 3.132 -0.395 0.069 -0.076
H 3.088 0.712 -4.169 0.018 -0.119 0.201
P 2.344 3.252 3.327 -0.840 -3.463 -5.725
H -2.844 -0.510 -2.590 0.140 -0.142 0.173
O -4.103 -5.204 0.123 0.526 -0.294 0.207
H -0.358 -6.035 1.276 0.040 -0.015 -0.057
C 4.463 3.050 4.895 0.124 -0.104 0.337
H 2.352 0.406 -6.331 0.051 -0.078 -0.100
H 2.745 2.148 5.867 0.057 0.036 0.036
O 2.491 3.998 1.881 0.273 -0.063 0.830
O -1.444 5.097 -5.308 0.538 -0.185 0.915
O -3.404 -4.082 2.152 2.805 -1.238 1.123
O 0.381 0.803 -6.107 0.126 0.013 -0.029
H 5.539 2.891 4.839 -0.027 0.023 -0.210
H 0.901 3.411 -2.548 0.349 -0.373 0.111
C 3.821 1.974 5.751 -0.188 -0.072 -0.136
H -7.056 -4.380 1.514 -0.003 -0.010 -0.009
H 0.481 -1.927 0.283 -0.038 0.030 -0.004
H 4.266 1.960 6.745 0.018 0.030 -0.009
C -2.140 0.001 -3.237 1.188 0.225 -0.296
C -6.260 -4.274 0.775 -0.102 0.067 -0.232
C -1.053 -6.476 0.556 0.108 -0.323 0.124
P -1.264 1.347 -2.330 -1.461 0.794 1.436
H -5.783 -6.327 0.375 0.161 0.003 -0.151
H 4.703 5.488 1.995 -0.008 0.013 -0.047
H -0.958 0.677 2.378 0.000 -0.008 -0.012
C 1.938 2.499 -4.315 0.360 -0.218 1.162
H -2.717 0.481 -4.028 -0.009 0.132 -0.008
H 1.677 5.839 2.367 -0.013 -0.045 -0.023
H -1.421 -0.684 -3.692 -0.215 -0.313 -0.007
P -2.811 -4.523 0.863 -4.697 1.654 -4.578
H -0.139 -3.097 -0.900 -0.012 0.047 -0.026
C -5.312 -5.458 0.837 -0.269 0.209 0.180
H -6.716 -4.208 -0.214 -0.016 -0.013 0.012
H -2.674 -7.897 0.537 0.044 -0.035 -0.037
H 0.699 1.302 -1.452 0.230 -0.101 0.396
H 3.942 0.995 5.290 0.067 -0.006 0.011
C 0.007 1.060 2.040 0.044 -0.154 -0.254
H -5.745 -3.330 0.948 0.108 -0.080 0.193
H 2.826 2.875 -3.805 0.055 0.162 -0.077
H 1.427 -0.782 -5.347 0.390 -0.179 -0.251
O 3.968 3.047 3.539 -1.280 1.700 2.117
H -0.123 2.093 1.717 -0.021 0.085 0.242
H 0.309 0.494 1.157 -0.042 -0.025 -0.001
H -0.973 2.135 -4.671 0.827 -0.353 -0.194
H 0.642 1.201 4.103 -0.003 0.161 -0.037
H -2.512 -7.035 2.062 0.072 -0.019 -0.002
C -1.949 -7.491 1.240 -0.213 0.106 0.004
C 1.591 0.274 -5.568 -0.526 0.179 0.649
O 0.956 3.541 3.771 1.625 1.422 2.441
H 4.297 4.037 5.337 0.068 0.000 -0.021
H 1.990 2.902 -5.321 -0.260 -0.191 -0.192
H -5.094 -5.733 1.869 0.079 0.135 0.029
C 0.749 3.121 -3.591 -0.523 0.215 -1.143
O 0.005 0.633 -1.488 -0.081 -0.075 -1.365
C -0.871 4.478 -4.466 0.051 0.011 0.643
O 2.216 1.695 2.839 0.350 0.176 0.486
H 1.362 -0.119 3.213 0.212 0.068 -0.069
O -1.424 3.669 -3.490 -0.889 0.112 -0.951
H -1.791 -1.928 1.407 -0.053 -0.012 -0.024
H -1.356 -8.307 1.653 0.030 0.019 -0.009
H -0.461 -6.960 -0.219 -0.067 0.157 -0.122
H 3.902 7.048 2.274 -0.040 -0.005 -0.009
C -0.626 2.462 -3.691 -0.410 -0.073 0.759
O 0.470 4.383 -4.266 0.066 0.351 -0.909
H -1.826 -1.321 -0.247 -0.127 -0.047 -0.013
C 2.029 0.962 -4.264 0.397 0.032 -0.855
```
Positions in Å, forces in eV/Å.

Its SMILES is CP(O)[C@H]1OC(=O)O[C@@H]1CCCO.CCOP(=O)(OCC)OCC.CCOP(=O)(OCC)OCC. The calculation puts the relative energy (zero: lowest compared OMol25 entry of this formula, charge and spin) at 0.0 kJ/mol. The LUMO energy comes out at 0.00558 hartree. The orbital gap comes out at 8.7 eV. As for the highest occupied orbital energy: -8.53 eV.

Atom charges from the Löwdin analysis, given in e for atoms 1 to 6: number 1, H, carries 0.059; number 2, H, carries 0.064; number 3, C, carries -0.080; number 4, H, carries 0.116; number 5, O, carries -0.201; number 6, H, carries 0.089



Entry 2:
Formula: C5H8ClOPS
Source: OMol25
Level of theory: ωB97M-V with the def2-TZVPD basis set

XYZ file:
```
17
Properties=species:S:1:pos:R:3:forces:R:3
C -0.238 -1.094 -0.192 6.535 6.372 5.716
S -3.242 -0.812 1.103 1.354 0.423 -0.310
H 0.348 -2.106 -2.085 -1.021 0.286 2.041
H 1.966 -0.787 0.551 2.182 -0.603 -0.130
O -0.775 0.985 1.292 -0.058 -0.682 -0.295
H 0.435 2.958 0.435 1.872 -1.037 -0.141
H 1.210 1.104 2.088 -1.458 -0.235 -1.456
C 1.047 -0.332 0.536 -8.369 -4.833 -4.059
H 2.088 2.120 -0.137 0.064 0.234 0.404
P -1.579 -0.080 0.390 -1.379 -0.340 -0.497
H 0.104 -3.197 -0.607 -0.370 1.888 -0.584
C 1.035 2.020 0.097 -2.696 1.786 0.171
Cl -2.024 0.986 -1.369 0.056 -0.097 0.390
H 0.471 1.855 -0.822 0.425 -0.486 -0.233
C -0.243 -2.177 -1.069 2.807 -4.185 -2.198
H -1.233 -2.357 -1.297 -2.244 -0.627 -0.960
C 0.631 0.914 1.085 2.298 2.136 2.139
```
Positions in Å, forces in eV/Å.

Its SMILES is CC1=C[C@@H](C)O[P@@]1(=S)Cl. The calculation puts the relative energy (zero: lowest compared OMol25 entry of this formula, charge and spin) at 221.9 kJ/mol. The LUMO energy (spin up / spin down) comes out at -0.02629 / -0.02632 hartree. The orbital gap (spin up / spin down) comes out at 8.1 / 8.1 eV. As for the highest occupied orbital energy (spin up / spin down): -8.78 / -8.78 eV.

Atom charges from the natural (NBO) analysis, given in e for atoms 1 to 6: number 1, C, carries -0.392; number 2, S, carries -0.482; number 3, H, carries 0.244; number 4, H, carries 0.218; number 5, O, carries -0.769; number 6, H, carries 0.236